Record 1
Density functional theory data (ωB97M-V/def2-TZVPD) for 2 unconnected molecules or ions with the total composition C7H14O2 in a non-equilibrium geometry.

Output
2S+1 = 1
Kohn-Sham gap (spin up / spin down) = 7.637 / 7.493 eV
total charge = 0
HOMO energy (spin up / spin down) = -6.75 / -6.61 eV
total energy = -425.45053 Eh
LUMO (spin up / spin down) = 0.9 / 0.9 eV

Last column: natural (NBO) charge in e.
Geometry (Å):
1 C 0.572 -0.212 -1.560  0.323
2 C 0.181 -1.175 1.052  0.048
3 C -0.786 0.949 1.210  0.095
4 C 0.214 1.070 -1.341  -0.552
5 C 1.978 -0.724 -1.459  -0.655
6 C -1.072 -1.912 0.747  -0.697
7 C -0.595 2.327 1.737  -0.674
8 O 0.147 0.075 1.479  -0.365
9 O -0.222 -1.080 -2.280  -0.700
10 H -1.058 -0.653 -2.492  0.474
11 H 1.063 -1.690 1.399  0.172
12 H -1.753 0.608 0.869  0.165
13 H -0.728 1.463 -1.695  0.196
14 H 0.918 1.778 -0.942  0.213
15 H 1.979 -1.762 -1.133  0.221
16 H 2.460 -0.693 -2.438  0.215
17 H 2.554 -0.123 -0.761  0.221
18 H -0.857 -2.970 0.622  0.232
19 H -1.552 -1.558 -0.171  0.210
20 H -1.814 -1.794 1.551  0.207
21 H -1.133 2.497 2.678  0.211
22 H 0.464 2.516 1.913  0.223
23 H -0.960 3.064 1.015  0.217



Record 2
Density functional theory data (ωB97M-V/def2-TZVPD) for 3 unconnected molecules or ions with the total composition C11H29FNO10P2S in a non-equilibrium geometry.

Output
2S+1 = 1
Kohn-Sham gap = 8.604 eV
total charge = +1
HOMO energy = -12.28 eV
total energy = -2424.35579 Eh
LUMO = -3.7 eV

Last column: natural (NBO) charge in e.
Geometry (Å):
1 O -1.072 -3.136 -2.176  -0.875
2 S -0.454 -3.896 -3.182  2.406
3 O -0.896 -3.650 -4.482  -0.874
4 F -0.538 -5.416 -2.893  -0.467
5 C 1.343 -3.568 -3.232  -0.315
6 C 1.644 -2.172 -2.719  -0.441
7 C 2.066 -2.092 -1.231  -0.401
8 C 1.592 -3.341 -0.485  -0.441
9 C 2.188 -4.608 -1.076  -0.237
10 N 2.155 -4.647 -2.593  -0.510
11 H 1.578 -3.583 -4.290  0.278
12 H 2.443 -1.779 -3.342  0.242
13 H 0.786 -1.538 -2.912  0.273
14 H 3.152 -2.086 -1.196  0.212
15 H 1.638 -1.217 -0.761  0.273
16 H 0.515 -3.393 -0.373  0.242
17 H 1.995 -3.285 0.522  0.255
18 H 1.713 -5.486 -0.656  0.244
19 H 3.230 -4.652 -0.780  0.232
20 H 3.104 -4.658 -2.968  0.451
21 H 1.731 -5.540 -2.858  0.453
22 C 0.029 3.663 0.108  -0.257
23 O 1.376 4.010 -0.241  -0.818
24 P 2.556 3.125 0.341  2.586
25 O 2.505 1.709 -0.048  -1.142
26 O 2.571 3.400 1.897  -0.808
27 C 1.851 2.532 2.782  -0.252
28 O 3.827 3.923 -0.116  -0.800
29 C 4.211 3.866 -1.497  -0.250
30 H -0.628 3.988 -0.694  0.207
31 H -0.087 2.588 0.243  0.192
32 H -0.252 4.180 1.025  0.185
33 H 1.495 1.638 2.273  0.194
34 H 1.004 3.074 3.199  0.188
35 H 2.517 2.239 3.590  0.196
36 H 4.086 4.853 -1.937  0.196
37 H 3.616 3.143 -2.054  0.189
38 H 5.259 3.579 -1.548  0.194
39 C -5.718 0.132 1.592  -0.259
40 O -5.080 1.095 2.436  -0.813
41 P -3.543 1.414 2.198  2.576
42 O -3.223 1.936 0.867  -1.119
43 O -2.768 0.092 2.609  -0.809
44 C -2.451 -0.875 1.606  -0.253
45 O -3.205 2.355 3.406  -0.805
46 C -3.683 3.710 3.366  -0.252
47 H -6.772 0.383 1.530  0.206
48 H -5.294 0.141 0.586  0.191
49 H -5.614 -0.862 2.029  0.181
50 H -2.636 -0.495 0.602  0.204
51 H -3.050 -1.770 1.772  0.184
52 H -1.397 -1.131 1.699  0.181
53 H -4.421 3.845 4.154  0.197
54 H -4.132 3.953 2.404  0.200
55 H -2.842 4.375 3.544  0.193



Record 3
Density functional theory data (ωB97M-V/def2-TZVPD) for 2 unconnected molecules or ions with the total composition C4H9NO.

Output
SMILES = O=CC[C@H]1CN1.[H][H]
2S+1 = 1
Kohn-Sham gap = 10.712 eV
total charge = 0
HOMO energy = -9.74 eV
total energy = -287.69652 Eh
LUMO = 1.0 eV

Last column: natural (NBO) charge in e.
Geometry (Å):
1 O 1.415 0.664 1.227  -0.552
2 C 1.201 -0.319 0.557  0.461
3 C 0.511 -0.303 -0.766  -0.531
4 C -0.925 -0.498 -0.255  -0.090
5 C -1.515 0.191 0.942  -0.255
6 N -1.779 0.661 -0.407  -0.579
7 H 1.333 -1.342 0.965  0.112
8 H 0.828 -1.113 -1.441  0.226
9 H 0.583 0.651 -1.295  0.252
10 H -1.319 -1.501 -0.405  0.198
11 H -0.930 0.853 1.579  0.222
12 H -2.307 -0.345 1.466  0.191
13 H -2.697 0.406 -0.742  0.355
14 H 2.894 0.841 -1.035  -0.040
15 H 2.706 1.154 -0.390  0.031



Record 4
Density functional theory data (ωB97M-V/def2-TZVPD) for a molecular structure, C3H10N2 in a non-equilibrium geometry.

Output
2S+1 = 1
Kohn-Sham gap = 9.020 eV
total charge = 0
HOMO energy = -8.24 eV
total energy = -229.61106 Eh
LUMO = 0.8 eV

Last column: natural (NBO) charge in e.
Geometry (Å):
1 C -0.704 0.189 0.566  -0.113
2 C 0.882 -0.664 -1.022  -0.453
3 C 0.822 0.206 1.728  -0.677
4 N 0.182 0.474 -0.432  -0.203
5 N -1.593 0.460 -1.281  -0.874
6 H -1.710 -0.070 -2.145  0.340
7 H -1.886 1.419 -1.457  0.345
8 H -1.092 -0.817 0.722  0.189
9 H -1.254 1.020 0.991  0.212
10 H 1.902 -0.703 -0.630  0.219
11 H 0.962 -0.494 -2.096  0.223
12 H 0.387 -1.627 -0.850  0.182
13 H 0.318 0.568 2.622  0.206
14 H 1.641 0.865 1.459  0.210
15 H 1.144 -0.828 1.824  0.194



Record 5
Density functional theory data (ωB97M-V/def2-TZVPD) for 2 unconnected molecules or ions with the total composition C4H10O2 in a non-equilibrium geometry.

Output
2S+1 = 2
Kohn-Sham gap (spin up / spin down) = 6.269 / 6.054 eV
total charge = -1
HOMO energy (spin up / spin down) = -2.32 / -2.17 eV
total energy = -308.67390 Eh
LUMO (spin up / spin down) = 4.0 / 3.9 eV
<S²> = 0.762

Last column: natural (NBO) charge in e.
Geometry (Å):
1 C -0.649 -1.774 -1.320  -0.677
2 H -1.011 -2.297 -2.224  0.188
3 H -0.179 -2.521 -0.663  0.201
4 H -1.527 -1.379 -0.786  0.203
5 C 0.314 -0.677 -1.666  -0.329
6 H 1.334 -0.983 -1.923  0.167
7 H -0.078 0.134 -2.290  0.158
8 C -0.686 1.326 1.938  -0.249
9 O -0.213 1.572 0.645  -0.596
10 C 0.890 0.738 0.197  0.041
11 H -1.561 1.965 2.112  0.157
12 H -0.982 0.266 2.051  0.138
13 H 0.075 1.544 2.706  0.190
14 H 0.739 -0.221 0.757  0.222
15 H 1.226 1.377 -0.656  0.227
16 O 2.308 0.931 1.119  -1.041



Record 6
Density functional theory data (ωB97M-V/def2-TZVPD) for a single C18H20FN3O3S molecule.

Output
SMILES = CS(=O)(=O)Nc1ccc(C(=O)N2CCN(c3ccccc3F)CC2)cc1
2S+1 = 1
Kohn-Sham gap = 8.538 eV
total charge = 0
HOMO energy = -8.13 eV
total energy = -1585.95656 Eh
LUMO = 0.4 eV

Last column: natural (NBO) charge in e.
Geometry (Å):
1 C 4.312 0.630 4.046  -0.870
2 S 3.066 0.589 5.357  2.317
3 O 3.304 1.668 6.263  -0.937
4 O 2.974 -0.742 5.863  -0.927
5 N 1.664 1.012 4.560  -0.886
6 C 1.057 0.317 3.525  0.246
7 C 0.121 0.952 2.711  -0.283
8 C -0.483 0.265 1.676  -0.169
9 C -0.159 -1.065 1.427  -0.156
10 C -0.867 -1.856 0.372  0.670
11 O -1.569 -2.807 0.661  -0.614
12 N -0.683 -1.464 -0.912  -0.435
13 C 0.181 -0.411 -1.382  -0.222
14 C -0.657 0.616 -2.152  -0.213
15 N -1.348 -0.044 -3.236  -0.446
16 C -1.549 0.610 -4.439  0.089
17 C -0.472 1.243 -5.074  -0.225
18 C -0.610 1.868 -6.296  -0.209
19 C -1.831 1.877 -6.950  -0.226
20 C -2.915 1.260 -6.353  -0.280
21 C -2.770 0.654 -5.122  0.401
22 F -3.889 0.112 -4.570  -0.342
23 C -2.235 -1.084 -2.760  -0.215
24 C -1.407 -2.113 -1.983  -0.232
25 C 0.754 -1.702 2.260  -0.140
26 C 1.367 -1.021 3.294  -0.299
27 H 3.983 -0.012 3.239  0.244
28 H 5.239 0.265 4.468  0.253
29 H 4.419 1.656 3.720  0.242
30 H 1.391 1.970 4.701  0.424
31 H -0.141 1.982 2.903  0.212
32 H -1.223 0.764 1.067  0.217
33 H 0.697 0.060 -0.545  0.228
34 H 0.926 -0.844 -2.063  0.195
35 H -0.020 1.411 -2.537  0.216
36 H -1.388 1.065 -1.459  0.175
37 H 0.497 1.222 -4.599  0.211
38 H 0.248 2.342 -6.749  0.215
39 H -1.940 2.358 -7.908  0.217
40 H -3.888 1.255 -6.819  0.229
41 H -2.703 -1.586 -3.605  0.225
42 H -3.021 -0.678 -2.107  0.184
43 H -2.054 -2.871 -1.539  0.252
44 H -0.693 -2.593 -2.662  0.192
45 H 0.977 -2.745 2.095  0.228
46 H 2.054 -1.525 3.953  0.246



Record 7
Density functional theory data (ωB97M-V/def2-TZVPD) for a molecular structure, AlBH12O4 in a non-equilibrium geometry.

Output
2S+1 = 1
Kohn-Sham gap = 1.770 eV
total charge = +2
HOMO energy = -16.87 eV
total energy = -574.32884 Eh
LUMO = -15.1 eV

Last column: natural (NBO) charge in e.
Geometry (Å):
1 Al 1.993 0.821 -0.757  0.998
2 B 0.148 -3.389 0.771  -0.317
3 H 0.828 -3.406 -0.067  0.204
4 H 0.598 -2.767 1.529  0.217
5 H -0.775 -2.959 0.414  0.160
6 H 0.017 -4.367 1.208  0.189
7 O -0.983 1.546 3.073  -0.822
8 H -0.726 1.955 3.899  0.491
9 H -1.914 1.750 2.983  0.487
10 O -2.467 1.279 -2.508  -0.856
11 H -2.800 1.247 -3.405  0.489
12 H -3.168 1.695 -2.007  0.486
13 O 0.707 -2.356 -4.183  -0.806
14 H 1.100 -3.053 -4.709  0.495
15 H -0.226 -2.569 -4.163  0.484
16 O 2.467 4.581 2.380  -0.871
17 H 3.013 4.496 3.161  0.484
18 H 2.187 5.497 2.381  0.488



Record 8
Density functional theory data (ωB97M-V/def2-TZVPD) for a single C6H12N2O5 molecule in a non-equilibrium geometry.

Output
SMILES = N[C@@H](CO)C(=O)N[C@@H](CO)C(=O)O
2S+1 = 1
Kohn-Sham gap = 9.737 eV
total charge = 0
HOMO energy = -9.37 eV
total energy = -721.49554 Eh
LUMO = 0.4 eV

Last column: natural (NBO) charge in e.
Geometry (Å):
1 N 1.330 1.371 -0.307  -0.850
2 C 1.131 -0.175 -0.181  -0.189
3 C 2.553 -0.736 -0.332  -0.077
4 O 3.302 -0.107 -1.316  -0.712
5 C 0.540 -0.396 1.176  0.660
6 O 1.282 -0.324 2.227  -0.635
7 N -0.795 -0.467 1.416  -0.601
8 C -1.934 -0.046 0.687  -0.179
9 C -2.095 1.440 0.353  -0.062
10 O -1.399 1.809 -0.753  -0.731
11 C -1.953 -0.932 -0.575  0.772
12 O -2.494 -0.640 -1.627  -0.567
13 O -1.467 -2.161 -0.348  -0.695
14 H 1.903 1.622 0.478  0.369
15 H 2.010 1.616 -1.116  0.401
16 H 0.352 -0.410 -0.941  0.216
17 H 3.115 -0.503 0.669  0.214
18 H 2.608 -1.758 -0.672  0.172
19 H 3.204 -0.766 -2.057  0.470
20 H -1.036 -0.817 2.373  0.419
21 H -2.765 -0.308 1.354  0.238
22 H -2.007 2.089 1.149  0.177
23 H -3.183 1.521 -0.066  0.187
24 H -0.456 1.851 -0.495  0.496
25 H -1.746 -2.772 -1.094  0.508



Q: Which of these has the highest total charge?
A: AlBH12O4



Repeat the second record exactly.
Density functional theory data (ωB97M-V/def2-TZVPD) for 3 unconnected molecules or ions with the total composition C11H29FNO10P2S in a non-equilibrium geometry.

Output
2S+1 = 1
Kohn-Sham gap = 8.604 eV
total charge = +1
HOMO energy = -12.28 eV
total energy = -2424.35579 Eh
LUMO = -3.7 eV

Last column: natural (NBO) charge in e.
Geometry (Å):
1 O -1.072 -3.136 -2.176  -0.875
2 S -0.454 -3.896 -3.182  2.406
3 O -0.896 -3.650 -4.482  -0.874
4 F -0.538 -5.416 -2.893  -0.467
5 C 1.343 -3.568 -3.232  -0.315
6 C 1.644 -2.172 -2.719  -0.441
7 C 2.066 -2.092 -1.231  -0.401
8 C 1.592 -3.341 -0.485  -0.441
9 C 2.188 -4.608 -1.076  -0.237
10 N 2.155 -4.647 -2.593  -0.510
11 H 1.578 -3.583 -4.290  0.278
12 H 2.443 -1.779 -3.342  0.242
13 H 0.786 -1.538 -2.912  0.273
14 H 3.152 -2.086 -1.196  0.212
15 H 1.638 -1.217 -0.761  0.273
16 H 0.515 -3.393 -0.373  0.242
17 H 1.995 -3.285 0.522  0.255
18 H 1.713 -5.486 -0.656  0.244
19 H 3.230 -4.652 -0.780  0.232
20 H 3.104 -4.658 -2.968  0.451
21 H 1.731 -5.540 -2.858  0.453
22 C 0.029 3.663 0.108  -0.257
23 O 1.376 4.010 -0.241  -0.818
24 P 2.556 3.125 0.341  2.586
25 O 2.505 1.709 -0.048  -1.142
26 O 2.571 3.400 1.897  -0.808
27 C 1.851 2.532 2.782  -0.252
28 O 3.827 3.923 -0.116  -0.800
29 C 4.211 3.866 -1.497  -0.250
30 H -0.628 3.988 -0.694  0.207
31 H -0.087 2.588 0.243  0.192
32 H -0.252 4.180 1.025  0.185
33 H 1.495 1.638 2.273  0.194
34 H 1.004 3.074 3.199  0.188
35 H 2.517 2.239 3.590  0.196
36 H 4.086 4.853 -1.937  0.196
37 H 3.616 3.143 -2.054  0.189
38 H 5.259 3.579 -1.548  0.194
39 C -5.718 0.132 1.592  -0.259
40 O -5.080 1.095 2.436  -0.813
41 P -3.543 1.414 2.198  2.576
42 O -3.223 1.936 0.867  -1.119
43 O -2.768 0.092 2.609  -0.809
44 C -2.451 -0.875 1.606  -0.253
45 O -3.205 2.355 3.406  -0.805
46 C -3.683 3.710 3.366  -0.252
47 H -6.772 0.383 1.530  0.206
48 H -5.294 0.141 0.586  0.191
49 H -5.614 -0.862 2.029  0.181
50 H -2.636 -0.495 0.602  0.204
51 H -3.050 -1.770 1.772  0.184
52 H -1.397 -1.131 1.699  0.181
53 H -4.421 3.845 4.154  0.197
54 H -4.132 3.953 2.404  0.200
55 H -2.842 4.375 3.544  0.193



Q: Which of these has the highest 2S+1?
A: C4H10O2